[1]
Computed, not measured: a cluster of 2 separate species, C4H10N3 in total at a distorted geometry, with ωB97M-V with the def2-TZVPD basis set.

Values from the calculation:
Gap between HOMO and LUMO ... 9.57 eV
Energy above the lowest of the compared OMol25 structures with the same formula, charge and spin ... 3.489 eV
Charge ... +1

```
17
C4H10N3, DFT ωB97M-V with the def2-TZVPD basis set
C 0.3386 2.3729 -0.4966
C 1.6230 -1.8155 -0.1289
C 1.3824 0.4931 0.6047
C -2.5789 -1.1673 -0.3355
N 0.2668 1.2427 0.0221
N -1.9299 -0.3985 0.3903
N 0.8961 -0.8984 0.4275
H -0.5828 2.7853 -1.0852
H 1.2857 2.8756 -0.4676
H 1.2665 -2.8189 -0.3613
H 2.6455 -1.4739 -0.4277
H 2.2645 0.8884 0.0850
H 1.4920 0.8427 1.7415
H -2.5138 -0.9912 -1.5236
H -3.2570 -1.9985 0.0325
H -0.6467 0.7035 0.1079
H -1.9518 -0.6422 1.4148
```

[2]
Computed, not measured: the molecule C3H5N5 at a distorted geometry, with ωB97M-V with the def2-TZVPD basis set.

Values from the calculation:
SMILES ... [H]/N=C1C=N/C(=N/N)N\1
Gap between HOMO and LUMO ... 8.96 eV
Energy above the lowest of the compared OMol25 structures with the same formula, charge and spin ... 4.073 eV
Charge ... 0

```
13
C3H5N5, DFT ωB97M-V with the def2-TZVPD basis set
H 1.3984 0.4059 2.8103
N 0.8850 0.9687 2.1732
C 0.4363 0.0709 1.3781
C 0.5577 -1.4127 0.9922
N 0.2589 -1.5336 -0.1689
C -0.1298 -0.3873 -0.7903
N -0.5477 -0.1384 -1.9326
N -0.8205 1.3719 -1.7963
N -0.3057 0.4143 0.2530
H 0.6624 -2.2068 1.8759
H -1.1883 1.6925 -2.7845
H -1.6740 1.5160 -1.2075
H -0.6733 1.3856 0.1269
```

[3]
Computed, not measured: a structure of composition C19H27F6N6O3PSTi at a distorted geometry, with ωB97M-V with the def2-TZVPD basis set.

Values from the calculation:
Gap between HOMO and LUMO (spin up / spin down) ... 7.72 / 7.85 eV
Energy above the lowest of the compared OMol25 structures with the same formula, charge and spin ... 0.904 eV
Charge ... +1
2S+1 ... 2

```
64
C19H27F6N6O3PSTi, DFT ωB97M-V with the def2-TZVPD basis set
Ti 0.1992 -1.3725 -0.3414
C 4.3079 -1.4725 1.0181
C 2.8360 -1.4350 0.8548
N 2.2588 -1.3273 -0.2998
O 3.0834 -1.1316 -1.4130
C 1.9128 -1.4887 2.0015
C 2.2449 -1.6527 3.4420
N 0.6971 -1.3341 1.5678
O -0.3344 -1.2621 2.2964
H 4.7950 -0.9329 0.2130
H 4.6470 -2.5128 0.9898
H 4.6001 -1.0543 1.9794
H 3.2772 -2.0271 -1.7372
H 3.2609 -2.0147 3.5887
H 1.5524 -2.3671 3.8907
H 2.1315 -0.7129 3.9881
S 0.7991 5.1107 -1.1986
C 0.5784 3.3656 -0.9536
C 0.8249 2.4959 -2.0024
C 0.6302 1.1393 -1.8048
N 0.2277 0.6424 -0.6391
C -0.0211 1.4747 0.3759
C 0.1309 2.8419 0.2504
C 1.8274 5.4631 0.2130
C 3.2005 5.3263 0.1041
C 3.9772 5.5995 1.2225
N 3.4821 5.9895 2.4017
C 2.1549 6.1375 2.4726
C 1.2888 5.8943 1.4148
H 1.1757 2.8597 -2.9596
H 0.8335 0.4278 -2.5962
H -0.3719 1.0267 1.2982
H -0.0906 3.4827 1.0936
H 3.6561 5.0161 -0.8274
H 5.0557 5.4985 1.1659
H 1.7615 6.4712 3.4269
H 0.2237 6.0585 1.5232
F 0.4808 -2.2832 -2.1535
P 0.4002 -4.0444 -1.8016
F 1.9732 -3.9712 -1.6029
F 0.5552 -4.3214 -3.3341
F 0.2601 -3.4710 -0.1742
F -1.1648 -3.9045 -1.9178
F 0.3210 -5.5278 -1.3246
C -2.6385 -0.1849 -2.6051
N -3.5320 -0.9548 -1.7267
C -4.9456 -0.9841 -2.1289
C -3.0012 -1.4908 -0.6173
O -1.7213 -1.4285 -0.5211
N -3.6729 -2.0880 0.3698
C -2.9680 -2.9676 1.3173
C -5.1180 -2.0282 0.6312
H -3.1394 -0.0629 -3.5598
H -1.7091 -0.7157 -2.7778
H -2.4282 0.8035 -2.1965
H -4.9785 -0.8014 -3.1979
H -5.5388 -0.2157 -1.6372
H -5.3867 -1.9581 -1.9612
H -1.9074 -2.9754 1.1361
H -3.3691 -3.9775 1.2194
H -3.1371 -2.6107 2.3315
H -5.5235 -1.0392 0.4583
H -5.2461 -2.2488 1.6868
H -5.6784 -2.7711 0.0679
```

[4]
Computed, not measured: a structure of composition C28H52Al3BBrCl2F10LiN5O14PS2 at a distorted geometry, with ωB97M-V with the def2-TZVPD basis set.

Values from the calculation:
Gap between HOMO and LUMO ... 0.90 eV
Energy above the lowest of the compared OMol25 structures with the same formula, charge and spin ... 7.272 eV
Charge ... +2

```
120
C28H52Al3BBrCl2F10LiN5O14PS2, DFT ωB97M-V with the def2-TZVPD basis set
C -1.2715 -2.3900 3.4458
C -2.4170 -1.5383 3.4298
C -2.8892 -0.7946 2.0805
C -3.7141 -1.9303 1.2662
C -4.8009 -1.3228 0.2692
N -4.8391 0.1653 0.2079
O -1.8239 -0.4098 1.2266
C -0.8834 0.5172 1.7997
C -1.4738 1.8957 2.3294
C -1.8328 2.9502 1.2057
O -2.8384 2.9462 0.4803
N -0.8672 4.0885 1.0453
C -0.3388 4.1496 -0.3514
C -1.5360 5.3985 1.2912
C 0.2720 0.7108 0.6674
O 0.2169 -0.5038 -0.1425
C -0.2630 -0.2178 -1.4788
C 0.8306 0.4465 -2.4365
C 1.9484 -0.5647 -2.9426
C 2.9094 -1.1116 -1.7973
C 3.6107 -2.4444 -2.3923
N 2.7331 -3.6407 -2.2807
C 2.9935 -4.4406 -1.1005
C 3.8648 -4.0177 0.1518
O 2.4302 -5.5773 -1.0431
P -0.9684 -1.8412 -2.2482
C -2.7397 -1.3922 -2.8205
O -1.0811 -3.0732 -1.0661
B 1.6915 0.8899 1.4380
C 2.4125 -0.2841 2.3089
O 2.3597 2.1883 1.3909
H -1.0777 -3.1813 2.6595
H -0.5020 -2.2038 4.2679
H -2.9895 -1.3703 4.4736
H -3.5904 0.0343 2.4039
H -2.9205 -2.4500 0.6165
H -4.1083 -2.7480 1.9594
H -5.8111 -1.7997 0.5244
H -4.5528 -1.7033 -0.7854
H -4.0475 0.4504 -0.3834
H -5.6782 0.3809 -0.3617
H -0.3182 0.0519 2.6916
H -2.3817 1.7964 3.0077
H -0.6572 2.3653 2.9864
H 0.7108 3.6844 -0.3418
H -0.9423 3.5645 -1.1140
H -0.2037 5.2127 -0.7307
H -0.7572 6.2444 1.2105
H -2.2772 5.5945 0.4368
H -2.0017 5.4989 2.3219
H 0.0569 1.5663 -0.0441
H -1.1664 0.5022 -1.4633
H 0.2678 0.9683 -3.2892
H 1.3722 1.2992 -1.8835
H 2.6011 0.0025 -3.6995
H 1.4597 -1.4001 -3.5517
H 3.7378 -0.3554 -1.6144
H 2.3818 -1.4483 -0.8523
H 4.6640 -2.5727 -1.9954
H 3.7275 -2.2328 -3.5163
H 2.8433 -4.1971 -3.1446
H 3.4546 -3.1417 0.7431
H 3.9931 -4.9449 0.8089
H 4.9224 -3.7318 -0.1884
H -2.7517 -1.2667 -3.9488
H -3.0756 -0.3804 -2.3848
H -3.5007 -2.1875 -2.5436
H -0.2770 -3.6223 -1.2074
H 2.0795 -0.1695 3.3900
H 1.9598 -1.2745 1.9408
H 3.5483 -0.2833 2.1891
H 1.8232 2.7771 1.9680
C 0.4394 8.2636 -2.7237
C 0.4459 7.9572 -1.2661
N 0.4483 7.7119 -0.1141
H 1.4550 8.4784 -3.0629
H 0.0511 7.4086 -3.2806
H -0.1929 9.1329 -2.9171
Al 0.5902 8.8702 1.5397
C 4.4418 -6.4091 -4.2046
O 4.8463 -6.3335 -2.8497
H 5.3081 -6.2353 -4.8386
H 4.0347 -7.4018 -4.4120
H 3.6827 -5.6431 -4.4090
H 4.0669 -6.4860 -2.3078
Br -2.9183 -0.7011 5.8125
C -4.7719 1.8390 6.3443
F -4.3893 0.6561 6.8691
F -3.7702 2.2557 5.5418
F -5.8163 1.5792 5.5273
S -5.1875 3.0731 7.6254
O -3.9632 3.2520 8.3745
O -6.2784 2.4829 8.3649
N -5.5801 4.2619 6.6310
S -6.0289 5.5783 7.3836
O -4.9807 6.3062 8.1079
O -7.3052 5.5292 8.0659
C -6.3407 6.5732 5.8909
F -7.2956 6.0036 5.1093
F -5.2433 6.6907 5.1194
F -6.7479 7.8092 6.1622
C -2.1130 7.7890 -4.9644
O -3.0146 6.9810 -4.7825
O -1.0207 7.5366 -5.5098
O -2.1448 8.9893 -4.6290
Li -6.5932 4.1788 4.2308
Al -5.6205 5.9223 9.9696
Cl 8.0359 -5.4042 -7.6746
C 8.1912 -7.1711 -7.4915
C 6.9687 -7.9069 -7.9978
Cl 5.5460 -7.6294 -6.9646
H 8.3821 -7.3871 -6.4393
H 9.0690 -7.4726 -8.0656
H 7.1563 -8.9819 -7.9954
H 6.7126 -7.6086 -9.0154
F 6.3982 -9.2347 -3.6519
Al 7.1477 -9.3047 -2.0481
F 5.8877 -9.4738 -0.8161
F 8.0588 -7.8150 -1.7586
F 8.2424 -10.6907 -1.9688
```

[5]
Computed, not measured: a cluster of 2 separate species, C25H34NS in total at a distorted geometry, with ωB97M-V with the def2-TZVPD basis set.

Values from the calculation:
Gap between HOMO and LUMO ... 6.85 eV
Charge ... +1

```
61
C25H34NS, DFT ωB97M-V with the def2-TZVPD basis set
C 3.4421 -3.6275 0.2472
C 1.9718 -3.2641 0.4424
C 1.7982 -1.8710 1.0373
C 0.3517 -1.5330 1.4092
S -0.5602 -0.7449 0.0475
C -2.2384 -1.0844 0.6016
C -2.8274 -2.4603 0.2921
C -4.2630 -2.5391 0.8129
C -4.9791 -3.8517 0.5194
H 3.5252 -4.6306 -0.1795
H 3.9406 -2.9261 -0.4316
H 3.9775 -3.6202 1.2033
H 1.4393 -3.3081 -0.5170
H 1.4906 -3.9936 1.1070
H 2.3981 -1.7804 1.9544
H 2.1846 -1.1245 0.3315
H -0.2000 -2.4312 1.7246
H 0.3271 -0.7941 2.2161
H -2.2549 -0.8814 1.6812
H -2.8322 -0.3120 0.0975
H -2.8086 -2.6169 -0.7950
H -2.2065 -3.2393 0.7543
H -4.2456 -2.3663 1.8969
H -4.8351 -1.7101 0.3751
H -5.9914 -3.8082 0.9292
H -5.0606 -4.0325 -0.5565
H -4.4663 -4.7015 0.9786
C 4.5518 1.2568 2.3144
N 3.3672 1.4547 1.5000
C 2.0996 1.6122 1.9884
C 1.1850 1.6689 0.9140
C -0.2355 1.5855 0.9565
C -1.0937 2.3600 0.0832
C -0.6310 3.3347 -0.8359
C -1.4664 3.7938 -1.8506
C -2.7786 3.3196 -1.9640
C -3.6069 3.6727 -3.1609
C -3.2993 2.5202 -0.9383
C -2.4884 2.1178 0.1127
C 1.9757 1.5672 -0.3030
C 1.6345 1.3478 -1.6304
C 2.6382 0.9627 -2.5285
C 3.9653 0.7870 -2.1075
C 4.3322 1.0159 -0.7710
C 3.3295 1.4119 0.1009
H 5.3982 1.0256 1.6626
H 4.7794 2.1610 2.8946
H 4.4023 0.4288 3.0218
H 1.9024 1.6844 3.0541
H -0.6745 1.2500 1.9021
H 0.3946 3.7033 -0.7777
H -1.0943 4.5050 -2.5919
H -4.6079 3.2397 -3.0787
H -3.7053 4.7591 -3.2709
H -3.1474 3.2957 -4.0837
H -4.3460 2.2084 -0.9785
H -2.9106 1.5618 0.9531
H 0.6019 1.4808 -1.9510
H 2.3755 0.7958 -3.5747
H 4.7217 0.4736 -2.8276
H 5.3528 0.8907 -0.4133
```

[6]
Computed, not measured: a cluster of 2 separate species, C14H16O2 in total at a distorted geometry, with ωB97M-V with the def2-TZVPD basis set.

Values from the calculation:
SMILES ... Cc1ccc(O)cc1.Cc1ccc(O)cc1
Gap between HOMO and LUMO ... 8.61 eV
Energy above the lowest of the compared OMol25 structures with the same formula, charge and spin ... 1.231 eV
Charge ... 0

```
32
C14H16O2, DFT ωB97M-V with the def2-TZVPD basis set
C 1.8228 1.7244 -5.5822
C 1.9363 1.2854 -4.2077
C 2.1143 -0.0198 -3.7437
C 2.1985 -0.3729 -2.4261
C 2.0966 0.6442 -1.4850
O 2.1275 0.4981 -0.1341
C 2.0708 1.9943 -1.8939
C 1.9361 2.3208 -3.2350
H 1.5346 0.9741 -6.3377
H 2.7409 2.2966 -5.8645
H 1.0420 2.4372 -5.6404
H 2.1318 -0.7449 -4.5440
H 2.4655 -1.3573 -2.0708
H 1.7653 -0.4320 0.1029
H 1.9483 2.8160 -1.2129
H 1.8350 3.3818 -3.5194
C -4.2603 -1.2440 4.1254
C -2.9022 -1.2782 3.5980
C -2.6488 -1.6069 2.2880
C -1.3532 -1.4089 1.7338
C -0.3996 -0.7778 2.4971
O 0.7845 -0.4113 1.8613
C -0.6226 -0.6204 3.8616
C -1.7856 -1.0179 4.4365
H -4.5037 -0.1502 4.2190
H -4.3727 -1.7336 5.1052
H -5.0388 -1.6083 3.4506
H -3.4103 -1.8976 1.5935
H -1.1872 -1.7285 0.6925
H 1.5284 -0.5647 2.4519
H 0.2113 -0.2286 4.4019
H -1.8055 -1.1691 5.4782
```